[1]
Here is a structure of composition C26H30BBr4F4N4O2PdSe2 from the OMol25 dataset. Energies are from ωB97M-V/def2-TZVPD.

```
74
Properties=species:S:1:pos:R:3
Pd -0.26530 0.41580 -1.85195
Br -3.85538 6.31864 -0.87260
C -2.69459 4.86661 -0.67096
C -2.16223 4.55739 0.63151
Br -2.67441 5.58849 2.10377
C -1.29094 3.51305 0.79847
Br -0.56480 3.03905 2.46413
C -0.90635 2.70727 -0.30343
O -0.06789 1.75047 -0.19648
C -1.47883 2.98943 -1.61353
O -1.15058 2.25406 -2.59031
C -2.35709 4.10506 -1.75441
Br -3.00031 4.42684 -3.48677
F -2.33020 -2.16508 -1.35043
B -2.82071 -0.93583 -1.86558
F -2.46592 0.07285 -0.89382
F -4.15153 -0.96181 -2.10342
F -2.04691 -0.65227 -3.03564
C 0.43690 -4.52414 2.11567
C -0.95505 -4.74138 1.52518
C -2.04224 -3.82388 2.09136
C -2.11818 -2.44330 1.45382
N -0.94411 -1.61299 1.76870
C 0.06112 -1.27823 0.96009
Se 0.20620 -1.78949 -0.85644
N 0.97114 -0.55235 1.61981
C 2.27762 -0.12832 1.09736
C 3.24598 -1.29768 0.96683
C 3.64834 -1.94920 2.28741
C 4.55363 -1.06848 3.14173
C 0.53922 -0.41909 2.93214
C 1.09870 0.23055 4.03153
C 0.36874 0.20381 5.19778
C -0.88056 -0.44080 5.27862
C -1.43251 -1.08534 4.19543
C -0.68663 -1.06667 3.01753
H 1.12477 -5.30285 1.78604
H 0.40581 -4.55420 3.20710
H 0.87991 -3.56760 1.82998
H -1.24962 -5.77407 1.71743
H -0.92554 -4.63988 0.43555
H -1.91393 -3.73119 3.17363
H -3.02402 -4.27661 1.93955
H -2.99126 -1.88578 1.79363
H -2.19231 -2.50419 0.36962
H 2.64300 0.63864 1.77760
H 2.09886 0.36228 0.14282
H 4.13626 -0.92575 0.45217
H 2.80389 -2.04555 0.29792
H 4.16236 -2.88607 2.06569
H 2.75324 -2.22948 2.85273
H 5.41501 -0.72263 2.56736
H 4.92962 -1.61640 4.00480
H 4.03714 -0.18649 3.52317
H 2.04379 0.74997 3.97216
H 0.75733 0.70104 6.07591
H -1.41861 -0.42537 6.21622
H -2.39446 -1.57385 4.25608
C -0.04829 -0.44024 -5.24278
N 0.09647 1.00836 -5.32354
C -0.57243 1.81263 -6.21741
C -0.21439 3.08606 -5.94695
N 0.66424 3.04454 -4.89079
C 1.20418 4.22850 -4.23361
C 0.83838 1.77039 -4.50422
Se 1.86924 1.19388 -3.04402
H -0.25170 -0.82196 -6.23965
H -0.87833 -0.69128 -4.58152
H 0.88065 -0.86393 -4.87192
H -1.23739 1.40805 -6.95855
H -0.50356 4.01275 -6.40838
H 1.49564 4.94671 -4.99552
H 2.07026 3.94336 -3.64565
H 0.44146 4.65516 -3.58574
```

As for the net charge: +1. As for the multiplicity: 5. For the relative energy (zero: lowest compared OMol25 entry of this formula, charge and spin), the calculation gives 30.09 kJ/mol. As for the expectation value of S²: 6.03. The LUMO energy (spin up / spin down) comes out at -2.486 / -5.757 eV.


[2]
Here is a structure of composition C26H30Br2F5MnNO2SeSi from the OMol25 dataset. Energies are from ωB97M-V/def2-TZVPD.

```
69
Properties=species:S:1:pos:R:3
Mn -0.73545 0.17976 -0.63077
O -2.08841 1.88846 0.58525
C -2.09651 2.31849 1.96043
C -1.46634 1.21296 2.77255
C 0.03014 0.99933 2.42458
C 0.34030 -0.45380 2.22005
C 0.78467 -1.26288 3.25326
C 0.99122 -2.61051 3.01803
C 0.75664 -3.11113 1.74903
C 0.33319 -2.24001 0.76790
N 0.11099 -0.94241 0.99822
H -2.64947 2.46418 0.05744
H -3.12307 2.49068 2.28617
H -1.53378 3.25158 2.06092
H -2.02483 0.30121 2.55108
H -1.58994 1.43177 3.83303
H 0.67213 1.41402 3.19971
H 0.26635 1.52876 1.49845
H 0.97337 -0.82909 4.22734
H 1.33464 -3.26163 3.81335
H 0.91640 -4.15400 1.51208
H 0.15747 -2.58577 -0.24379
Br 0.83771 -1.14849 -2.88891
C -0.17052 -1.47869 -4.52032
Br -1.34348 -0.08311 -5.14082
H -0.76951 -2.36368 -4.36110
H 0.57015 -1.62551 -5.29161
C -3.14566 -2.18723 0.65478
Si -2.85524 -1.06179 -0.85265
C -3.08310 -2.25056 -2.31165
C -4.43871 -0.01089 -0.92746
H -4.19720 -2.50173 0.69140
H -2.91311 -1.69320 1.60583
H -2.52750 -3.09025 0.59613
H -4.00655 -2.82830 -2.17387
H -2.25470 -2.96348 -2.40017
H -3.17153 -1.70180 -3.25596
H -5.31037 -0.66918 -1.02788
H -4.43248 0.66528 -1.79291
H -4.57737 0.59053 -0.02087
C -1.77586 3.48978 -2.95266
C -0.77973 2.68131 -2.18434
O -0.86547 1.46051 -2.20704
C 0.31201 3.33426 -1.42010
C 1.41681 2.57703 -1.03082
C 2.42680 3.14346 -0.27313
C 2.33008 4.47678 0.11159
C 1.24700 5.24632 -0.29565
C 0.24659 4.67973 -1.07260
H -2.35386 2.82251 -3.58614
H -1.27428 4.24169 -3.56394
H -2.45665 4.01207 -2.27456
H 1.51812 1.54847 -1.35340
H 3.27872 2.53986 0.01407
H 3.10877 4.91944 0.72116
H 1.17881 6.28709 -0.00552
H -0.59432 5.28522 -1.39188
F 5.21041 -5.09381 2.33027
C 4.73449 -4.01789 1.69285
C 4.06630 -4.15156 0.49601
F 3.87079 -5.37451 -0.01781
C 3.57561 -3.03267 -0.14956
F 2.91212 -3.24700 -1.29630
C 3.70993 -1.74315 0.35496
Se 2.97812 -0.21951 -0.49212
C 4.39980 -1.65211 1.56439
F 4.57989 -0.46610 2.15633
C 4.89854 -2.75613 2.22778
F 5.52993 -2.61895 3.40187
```

As for the multiplicity: 6. As for the expectation value of S²: 8.76. The LUMO energy (spin up / spin down) comes out at -0.831 / -0.855 eV.


[3]
Here is a structure of composition C26H30Br2N2O4PS2Y from the OMol25 dataset. Energies are from ωB97M-V/def2-TZVPD.

```
68
Properties=species:S:1:pos:R:3
Y 0.22700 -0.20390 -0.37193
Br -5.20550 -2.60762 4.84429
C -3.56997 -2.16143 4.01626
C -3.53094 -1.12717 3.09443
C -2.33155 -0.81294 2.47400
C -1.18404 -1.51976 2.79157
C -1.23297 -2.55970 3.71029
C -2.43016 -2.88499 4.32944
N 0.02256 -1.16885 2.10857
C 1.11503 -1.22437 2.74755
C 2.39623 -0.79028 2.13825
C 3.58932 -1.02512 2.79534
C 4.77005 -0.58389 2.20909
C 4.70861 0.08683 1.00428
C 3.46603 0.29515 0.41649
N 2.33837 -0.13545 0.97155
H -4.42805 -0.57295 2.85914
H -2.28631 0.00975 1.77182
H -0.35361 -3.15654 3.91665
H -2.47699 -3.70305 5.03403
H 1.16304 -1.53619 3.79302
H 3.59048 -1.54296 3.74443
H 5.71992 -0.76134 2.69502
H 5.59718 0.45110 0.50960
H 3.37102 0.81947 -0.52804
C 1.95871 -4.72862 -3.43874
C 0.57442 -4.36544 -3.92844
C -0.32697 -5.56119 -4.14824
O -0.08919 -3.39635 -3.06600
P -0.15090 -3.34418 -1.49182
S -1.66762 -2.12885 -1.04194
S 1.54293 -2.72299 -0.66317
O -0.45743 -4.85883 -1.15694
C -0.43546 -5.59398 0.09120
C -1.01146 -4.78577 1.22503
C 0.96255 -6.10890 0.36179
H 2.42894 -5.37615 -4.18163
H 1.91791 -5.27502 -2.49453
H 2.58198 -3.84729 -3.30284
H 0.66238 -3.81087 -4.86432
H -0.34913 -6.21500 -3.27803
H 0.03726 -6.13455 -5.00269
H -1.34307 -5.23525 -4.36618
H -1.09014 -6.44231 -0.12033
H -0.37325 -3.93530 1.46379
H -1.07709 -5.42197 2.11078
H -2.00520 -4.40670 0.99339
H 1.63893 -5.30388 0.64589
H 1.36712 -6.60793 -0.51840
H 0.91749 -6.83777 1.17348
C -0.30166 2.98030 2.95485
O -0.33165 1.74919 2.23727
C -0.19272 1.84119 0.84247
O -0.08511 2.94865 0.36050
H -0.60051 2.74902 3.97565
H -0.98195 3.71355 2.52159
H 0.70092 3.41325 2.95485
Br 1.56747 2.45213 -6.78696
C 1.26174 1.75367 -5.05087
C 0.57528 2.51520 -4.12188
C 0.36218 1.99166 -2.85031
C 0.81435 0.71661 -2.46630
C 1.50103 -0.00230 -3.45839
C 1.73573 0.49156 -4.73621
H 0.22041 3.50150 -4.38986
H -0.15143 2.61973 -2.12813
H 1.87555 -1.00018 -3.23686
H 2.27327 -0.08694 -5.47589
```

As for the multiplicity: 1. For the relative energy (zero: lowest compared OMol25 entry of this formula, charge and spin), the calculation gives 6.59 kJ/mol. The LUMO energy comes out at -1.171 eV.


[4]
Here is a structure of composition C26H30Cl2F4GeMoN3O2 from the OMol25 dataset. Energies are from ωB97M-V/def2-TZVPD.

```
69
Properties=species:S:1:pos:R:3
Mo -0.42184 0.09764 0.11758
C -2.35615 -1.91824 -1.63367
N -2.40820 -1.03843 -0.44953
C -2.97697 -1.83733 0.66165
C -3.33125 0.07740 -0.73867
C -3.32979 1.04575 0.42252
N -1.98641 1.05883 1.00058
C -1.75358 1.93768 2.04624
C -0.60647 1.73842 2.81378
F 0.17998 0.68594 2.42875
C -0.24596 2.49639 3.89910
F 0.87489 2.19997 4.55751
C -1.04347 3.55133 4.29576
C -2.18383 3.78637 3.55785
F -2.98151 4.80214 3.88838
C -2.54144 3.01731 2.46023
F -3.65947 3.36803 1.80340
H -3.32497 -2.40441 -1.77863
H -2.12826 -1.34205 -2.52777
H -1.59569 -2.67976 -1.48824
H -4.02325 -2.06930 0.44319
H -2.43106 -2.77122 0.75448
H -2.91276 -1.28681 1.59619
H -2.99028 0.56466 -1.65145
H -4.33789 -0.30581 -0.93463
H -3.62631 2.02684 0.05350
H -4.06453 0.75536 1.17975
H -0.78421 4.17042 5.14156
Cl 5.88590 4.22673 0.57620
C 4.58673 3.09643 0.41233
C 4.85870 1.72256 0.41454
C 3.84606 0.80240 0.29142
C 2.50927 1.21380 0.16152
O 1.56733 0.31159 0.06249
C 2.24772 2.60188 0.14008
C 0.92659 3.10886 -0.06487
O -0.09863 2.43770 -0.22747
C 3.29791 3.53067 0.27443
H 5.88298 1.38984 0.51853
H 4.06213 -0.25776 0.29718
H 0.82830 4.20376 -0.09586
H 3.07803 4.59130 0.26186
C 2.89729 -2.74748 -0.21175
Ge 1.08161 -3.32646 0.24707
C 0.34257 -4.26656 -1.31714
C 1.16192 -4.61702 1.71395
C 0.09406 -1.76915 0.96883
H 3.47138 -3.59598 -0.58532
H 3.39537 -2.36878 0.68157
H 2.91988 -1.95888 -0.96636
H 1.02188 -5.09760 -1.51693
H 0.29623 -3.66168 -2.22453
H -0.64334 -4.69412 -1.13207
H 1.77047 -5.47719 1.43323
H 0.16501 -4.97601 1.97215
H 1.60029 -4.16169 2.60213
H 0.83470 -1.43233 1.70610
H -0.75344 -2.14087 1.54849
Cl -1.34110 2.56038 -4.98089
C -0.59809 1.27496 -4.11765
C 0.17155 0.32395 -4.76959
C 0.75419 -0.67877 -4.01291
C 0.53683 -0.70944 -2.65087
N -0.22555 0.20309 -2.03279
C -0.77078 1.19358 -2.74890
H 0.31305 0.37952 -5.84022
H 1.37352 -1.43444 -4.47430
H 0.97699 -1.47133 -2.02097
H -1.33486 1.94340 -2.21215
```

As for the net charge: +1. As for the multiplicity: 3. For the relative energy (zero: lowest compared OMol25 entry of this formula, charge and spin), the calculation gives 60.50 kJ/mol. As for the expectation value of S²: 2.01. The LUMO energy (spin up / spin down) comes out at -3.234 / -3.653 eV.


Question: Which value of multiplicity does entry 2 give?
Answer: 6